[1]
Here is C25H27AlIN5O as an isolated structure from the Open Molecules 2025 dataset. Energies are from wB97M-V/def2-TZVPD.

Geometry (Å):
H  -1.3756  -2.3876  1.7861
C  -3.7341  0.2936  -1.4093
N  0.5974  0.7675  -1.6533
C  -1.1273  2.3219  1.2109
N  0.0515  -2.1492  -0.5232
O  1.9048  -0.3012  0.5732
H  0.5456  2.3482  3.2075
C  -4.1387  1.5251  -0.9114
H  2.6962  3.0194  -2.9760
C  1.2672  1.9170  -1.8136
C  -1.3318  -1.9509  3.8752
C  -0.9759  -3.0041  -0.5910
H  1.5737  3.9096  -1.1552
C  -3.2707  2.1963  -0.0694
H  -0.0536  -0.9419  -2.5819
N  0.2376  1.7920  1.1691
H  -3.5337  3.1621  0.3337
H  2.9882  1.2052  -4.6461
C  1.1630  -2.4934  -1.1719
C  0.9503  3.0538  -0.8878
H  -5.0945  1.9494  -1.1749
C  2.1378  2.1019  -2.8843
H  3.5532  -0.4899  1.7864
C  3.2847  -0.4990  0.7276
C  -0.0314  0.2872  3.0455
H  -1.7825  -4.8435  -1.3211
H  3.5817  -1.4652  0.3118
H  -1.5390  2.2005  2.2190
H  -1.8477  -2.8538  4.1579
C  -1.0733  -1.6858  2.5441
C  0.6330  -0.1152  -2.6558
C  1.2915  -3.6386  -1.9455
C  -0.9228  -4.1918  -1.3038
Al  0.2864  -0.1344  0.2371
C  -0.9066  -1.0422  4.8332
H  -4.3634  -0.2780  -2.0702
C  0.6849  1.4942  2.5314
H  1.4545  -0.7565  -4.5202
C  -0.2384  0.0915  4.4039
H  1.9893  -1.8116  -1.0909
N  -1.6642  0.4347  -0.2172
H  3.8395  0.2914  0.2151
N  -0.4405  -0.5877  2.1232
H  0.1334  0.8235  5.1029
C  1.4572  -0.0008  -3.7535
C  -2.0479  1.6198  0.2596
H  1.7541  1.2626  2.5173
H  -1.1333  3.3962  1.0029
H  1.0991  3.7161  1.1413
C  2.2815  1.1105  -3.8392
H  2.1838  2.3813  0.7188
H  -1.8889  -2.7294  -0.0809
C  -2.4953  -0.1954  -1.0508
H  -2.1516  -1.1300  -1.4610
H  0.2701  -5.4268  -2.6040
C  0.2218  -4.5235  -2.0135
C  1.1719  2.7690  0.5926
I  3.0596  -3.9365  -3.0523
H  -1.0920  -1.2152  5.8793
H  -0.0911  3.3372  -1.0758

Results
- ΔE to the lowest compared entry with this formula, charge and spin: 22.10 kcal per mole
- Net charge: +2

---

[2]
Here is a 2-piece molecular cluster, C7H14 overall from the Open Molecules 2025 dataset. Energies are from wB97M-V/def2-TZVPD.

Geometry (Å):
H  -2.3145  0.3398  -1.1008
H  -0.0861  2.3131  -0.2730
C  1.8411  0.0307  -1.1164
C  -0.5069  0.2159  0.1275
C  1.6023  -1.4049  -0.7690
H  2.2102  0.7302  -1.8416
H  2.2770  -1.9648  -0.1103
H  -2.1727  -0.3736  1.3751
H  0.0081  1.8801  1.4464
H  1.9146  0.2558  1.2320
H  -1.2865  -1.0801  -1.4324
H  -1.5718  2.0264  0.6583
H  1.0624  -2.0383  -1.4778
C  -1.1147  -0.6378  1.2483
H  -0.7790  0.5202  -1.9950
H  -1.0602  -1.7065  1.0135
C  -0.5361  1.6973  0.5127
C  0.8563  -0.2029  -0.3070
H  -0.6206  -0.4752  2.2134
C  -1.2831  -0.0123  -1.1819
H  1.5600  -0.1130  1.7777

Results
- ΔE to the lowest compared entry with this formula, charge and spin: 91.98 kcal per mole
- SMILES: CC(C)(C)C1=CC1.[H][H]
- Net charge: 0

---

[3]
Here is an isolated ion of composition C3H7N2O2S and charge -1 from the Open Molecules 2025 dataset. Energies are from wB97M-V/def2-TZVPD.

Geometry (Å):
H  -0.8718  2.5203  0.5012
C  -0.4928  1.7685  -0.1307
O  1.3543  -1.8204  2.0435
H  -1.1175  0.2802  -1.5860
O  2.3362  0.2431  1.6120
C  -0.4399  0.3048  0.3761
N  0.6179  -0.3916  -0.1840
H  -0.7815  0.0839  1.3798
H  -2.4429  0.7474  -0.4139
N  0.2948  -1.4369  -1.1193
C  -1.3959  0.7056  -0.6934
H  0.3861  2.0074  -0.7513
H  -0.5906  -2.0587  -0.8555
S  1.9807  -0.9874  0.9351
H  1.1629  -1.9661  -1.1137

Results
- ΔE to the lowest compared entry with this formula, charge and spin: 83.51 kcal per mole
- Net charge: -1

---

[4]
Here is C20H27N3O2SSbScSe4 as an isolated structure from the Open Molecules 2025 dataset. Energies are from wB97M-V/def2-TZVPD.

Geometry (Å):
C  -0.0547  -0.2800  2.9980
H  -3.0813  4.4515  1.6598
Se  -3.8302  -3.5238  -0.7098
C  0.2725  3.9658  1.5577
Se  -0.2900  -2.7469  0.9076
H  -2.4901  -0.8063  -3.1182
C  -2.0782  2.6455  2.2310
C  3.3311  -0.1569  1.3419
H  1.9969  -3.4935  -3.0402
H  1.9796  -0.0835  -4.4160
C  1.3867  -0.2867  2.7553
C  2.6058  -0.6440  -2.3915
H  -1.8436  -2.5344  -1.9528
H  1.1883  4.4849  1.3111
N  -1.0462  -2.0896  -2.4356
H  1.3827  -2.1399  -3.9578
Sc  -0.1325  -0.7619  -0.7288
Sb  -2.7609  -2.0550  0.8687
N  1.6883  -1.6973  -1.9396
H  4.1880  -1.1925  4.4587
H  -1.9937  -1.9900  -4.3299
H  2.1286  -2.2049  -1.1779
H  -1.9042  0.3322  2.9875
H  5.1933  -0.6380  2.2537
S  0.2423  0.7559  -3.0215
C  1.9656  0.3080  -3.3997
H  2.5360  1.2358  -3.4159
C  -1.6283  -1.3224  -3.5398
H  3.5181  -1.0604  -2.8356
H  -1.2780  0.3569  -4.8174
H  0.0482  -0.7834  -4.8334
C  -0.6887  -0.3089  -4.1879
C  -0.1183  -3.1695  -2.7930
O  -3.1380  1.9336  2.6544
C  4.1225  -0.5570  2.3961
C  2.2025  -0.7461  3.7956
C  0.3298  2.6532  2.0044
H  -0.1390  -3.8753  -1.9621
N  -0.9356  0.6405  2.7716
C  -0.8419  1.9853  2.3182
H  -0.4883  -1.1531  3.4795
C  -0.9521  4.5976  1.4181
C  1.9340  -0.0346  1.4758
Se  -3.4744  -1.5566  3.1223
H  -4.7521  3.2407  2.7326
O  1.1858  0.3079  0.4527
H  2.8858  -0.0751  -1.5086
H  -0.9977  5.6152  1.0523
C  3.5654  -0.8655  3.6384
H  1.2826  2.1648  2.1080
C  1.2999  -2.6518  -3.0004
C  -2.1306  3.9471  1.7555
C  -4.4382  2.3211  2.2330
H  -5.0906  1.5011  2.5191
H  3.7789  0.0928  0.3899
H  -4.4626  2.4483  1.1491
H  1.7404  -0.9945  4.7441
Se  -2.4729  0.1952  -0.3352
H  -0.4465  -3.7014  -3.6933

Results
- ΔE to the lowest compared entry with this formula, charge and spin: 23.75 kcal per mole
- Net charge: 0

---

[5]
Here is the molecule C21H26N2O2 from the Open Molecules 2025 dataset. Energies are from wB97M-V/def2-TZVPD.

Geometry (Å):
H  -6.3620  -2.5493  -1.2767
H  -4.6094  -2.7671  -1.0341
H  3.0553  -1.5048  1.2697
C  5.2613  0.8359  0.1652
H  -3.0471  -3.0565  1.1992
H  1.3646  0.9451  2.0908
H  3.1554  -0.4322  -1.3704
O  -0.9438  2.7645  1.9431
C  -3.6186  -2.3012  1.7404
H  -3.2644  -2.2855  2.7685
H  1.6567  -1.2127  -0.8175
C  -5.3060  1.3870  -1.2421
H  -5.2062  -1.4571  -2.0825
C  -3.4404  -0.9547  1.1057
H  1.9294  1.6352  -1.8971
H  -4.6675  -2.5860  1.7288
H  4.6613  1.7289  0.2352
C  4.7355  -0.3777  0.6016
H  -0.5327  1.7392  -1.6753
H  3.3860  -0.0244  2.1981
C  0.3113  1.5627  0.3088
H  0.9023  2.4815  0.2332
C  -4.2553  0.8251  -0.3327
C  -4.4006  -0.4454  0.2289
N  5.4149  -1.5133  0.5341
H  6.9794  1.7780  -0.7082
O  -5.5389  -1.1907  -0.0473
H  -5.4270  2.4532  -1.0665
C  1.1587  0.5484  1.0932
C  -3.1226  1.5656  -0.0285
H  8.2565  -0.3643  -0.8206
H  -0.5591  0.0999  -1.0161
H  7.1494  -2.4427  0.0117
C  -5.4098  -2.0319  -1.1724
C  0.0344  1.0143  -1.0885
H  1.2020  0.2647  -2.7478
H  -6.2562  0.8869  -1.0733
H  -3.0055  2.5534  -0.4497
H  0.5958  -0.3966  1.2002
C  -2.1427  1.0597  0.8137
C  6.5410  0.8543  -0.3578
C  -0.9363  1.8888  1.1139
C  3.3519  -0.4457  1.1878
C  2.1857  -0.2451  -0.9033
H  -1.5801  -0.5743  2.0786
C  7.2544  -0.3343  -0.4219
N  2.4165  0.3417  0.4046
H  -5.0197  1.2483  -2.2856
C  1.3671  0.7096  -1.7654
C  6.6413  -1.4872  0.0397
C  -2.3160  -0.1914  1.3866

Results
- ΔE to the lowest compared entry with this formula, charge and spin: 55.47 kcal per mole
- SMILES: COc1c(C)cc(C(=O)[C@@H]2CCCN(Cc3ccccn3)C2)cc1C
- Net charge: 0

---

[6]
Here is C32H46ClLuN7O2PS as an isolated structure from the Open Molecules 2025 dataset. Energies are from wB97M-V/def2-TZVPD.

Geometry (Å):
H  -0.9475  -4.2919  20.4641
H  8.0594  2.8892  16.0421
H  10.0072  0.1239  14.2509
C  6.2834  -1.9009  13.9595
C  5.3411  -3.3654  16.0697
N  -0.2742  -2.3919  17.1274
C  -1.2255  -4.9345  19.6109
H  1.5091  -1.8265  22.7334
C  1.5845  -1.1190  20.0471
C  7.5050  1.9295  15.7837
H  5.6545  -2.5376  17.9883
C  6.5901  -3.5578  12.1347
H  3.2087  -3.0430  15.1988
C  5.7071  -1.3037  11.7165
C  0.7652  2.2431  16.0843
C  -3.3311  -0.9324  20.9235
H  6.1123  -3.9712  11.2645
C  7.6623  -0.4513  15.2145
H  6.7444  -4.3356  12.8652
N  -2.5049  -0.1285  19.9970
N  2.1094  -0.6130  18.8559
H  7.5548  -0.2104  13.0812
H  5.0576  -1.5290  10.9038
H  1.9661  4.0410  15.8291
C  0.8194  -1.6396  13.7924
H  6.7080  -4.9292  15.3101
C  -2.0553  1.3032  18.3799
C  7.0327  -1.3638  16.0878
N  2.5468  -1.0768  21.0726
H  8.3308  0.3521  17.7660
H  7.0213  -1.3091  17.1204
H  -4.4152  -0.5264  20.8670
H  7.5903  -3.1309  11.7245
H  -2.9931  -0.6776  21.9461
C  2.4889  -1.8187  22.3192
C  6.1270  -2.2053  15.3555
H  5.1740  -5.5748  15.9557
H  -3.9989  1.3626  19.4809
S  0.2840  -2.4516  12.5396
C  0.9448  3.6503  15.7154
H  -3.3795  -2.0488  20.6759
H  9.0770  1.6012  13.7489
H  0.1741  4.2002  16.2779
H  5.2490  -4.1892  18.1546
C  -1.2323  -4.4621  17.0647
C  3.7649  -3.1648  16.1507
C  3.4364  -0.2912  19.1788
O  -0.3295  1.6193  15.8756
C  9.5987  1.0874  14.5714
H  3.8590  -3.1131  11.8726
C  4.2512  -2.8711  12.8208
C  -1.2302  -0.3797  19.4996
H  -1.8795  -5.3332  16.8064
H  2.6366  -2.9217  22.2057
H  10.4212  1.7342  15.0025
O  1.7820  1.5942  16.5708
H  4.0893  0.0441  18.4296
P  -0.1638  -1.7334  20.0294
H  3.2064  -1.3465  23.0076
H  -2.1561  2.0046  17.5717
H  -2.2166  -5.3977  19.7247
C  -0.7681  -3.3667  16.3172
H  4.6276  -0.4667  21.0583
C  5.6363  -4.7310  15.4328
H  9.4160  -0.6223  17.0024
C  -3.0086  0.9411  19.2550
H  -0.9061  -3.3172  15.2319
C  7.2464  -0.8392  13.9148
H  -0.5422  -5.8322  19.5910
H  3.2259  -4.0115  16.6386
C  -0.4189  -2.8261  18.4457
H  5.3564  -0.3260  12.2099
H  6.9815  2.2827  14.8623
N  -1.0476  -4.0404  18.4211
C  5.8204  -3.4914  17.5390
H  4.1885  -3.7257  13.4196
C  3.7207  -0.6126  20.4777
H  5.2952  -4.5993  14.3641
Lu  0.7710  -0.2489  16.8321
C  5.7005  -2.4267  12.6759
H  3.4936  -2.1480  13.1190
C  9.1413  0.3816  17.0029
H  9.9847  1.0052  17.3137
H  6.8956  -3.7006  17.6244
H  3.5065  -2.2430  16.6763
H  6.7091  -1.0902  11.3465
N  1.1448  -1.1480  14.8308
N  -0.9156  0.4129  18.4982
C  8.5023  0.7185  15.5824
Cl  0.6451  4.0854  13.9278
H  6.6960  1.7000  16.5005

Results
- ΔE to the lowest compared entry with this formula, charge and spin: 2.40 kcal per mole
- Net charge: 0

---

[7]
Here is C2H2FIS as an isolated structure from the Open Molecules 2025 dataset. Energies are from wB97M-V/def2-TZVPD.

Geometry (Å):
H  -0.7221  -0.0814  1.2601
I  -0.4443  -2.2502  -0.3787
C  0.2627  0.5813  -0.5098
C  -0.0770  -0.3349  0.5211
S  1.3299  1.0773  -1.4937
H  0.8851  -0.5400  1.0478
F  -1.2342  1.5478  -0.4468

Results
- ΔE to the lowest compared entry with this formula, charge and spin: 59.93 kcal per mole
- Spin multiplicity: 3
- Net charge: 0

---

[8]
Here is a 2-piece molecular cluster, C4H10NOS2 overall from the Open Molecules 2025 dataset. Energies are from wB97M-V/def2-TZVPD.

Geometry (Å):
C  2.2229  0.4173  0.3422
C  -3.5522  -0.3661  1.1469
H  1.8164  1.3616  0.9321
H  -2.7606  -1.0924  1.1036
H  1.4240  -0.6858  -1.3666
H  0.9389  1.0633  -1.2379
N  2.3829  -0.8245  1.0481
H  1.4876  -1.0066  1.4659
O  4.2451  0.0138  -0.9026
H  -4.0717  -0.8516  -1.2651
S  -0.3692  -0.3105  0.2078
H  3.2705  -1.0192  1.6525
C  3.5330  0.8418  -0.3510
H  -3.1981  0.4853  1.7286
H  -4.5437  -0.7272  1.5371
C  1.0837  0.1340  -0.6769
S  -3.9123  0.3183  -0.6358
H  3.7744  1.8474  -0.5861

Results
- ΔE to the lowest compared entry with this formula, charge and spin: 117.07 kcal per mole
- Net charge: +1

---

[9]
Here is a 12-piece molecular cluster, H24O12 overall from the Open Molecules 2025 dataset. Energies are from wB97M-V/def2-TZVPD.

Geometry (Å):
O  1.3910  -2.1480  3.4849
H  -3.5022  -0.7734  -2.5789
H  1.9944  3.6068  0.9830
O  -2.2002  1.7626  -1.6936
H  2.5046  1.4750  -2.4013
H  -4.0069  -1.9906  2.6333
H  3.6108  0.6513  -1.7626
H  5.2603  0.3211  0.5147
O  -3.6663  -0.7359  -1.6299
H  -4.2734  0.0054  -1.5260
H  1.8447  -2.9448  3.7821
H  -1.5453  1.3186  2.7085
O  -0.4378  -0.1530  0.0175
O  -1.3695  3.1812  -0.4389
H  -0.9185  -0.5520  0.7516
O  -2.1738  0.7046  2.3123
H  0.1351  -0.8602  -0.2997
H  2.0274  -1.7197  2.9014
H  -2.9649  -1.3802  1.7104
O  1.7270  2.9877  1.6716
H  -0.7075  -2.2267  -2.3374
O  -0.2569  -2.8321  -2.9369
H  3.3478  -2.8972  -1.3703
H  -2.3978  1.5304  -2.6080
H  0.2047  -2.2519  -3.5528
O  -3.1495  -2.1700  2.2312
H  3.8467  0.7253  0.1295
H  2.0916  -2.3307  -2.0114
O  4.4120  -0.0470  0.2428
H  0.8640  3.3103  1.9548
H  -1.9122  0.9323  -1.2978
H  -2.0612  3.5674  -0.9878
O  3.0444  1.4151  -1.6051
H  -0.7595  3.9109  -0.2824
O  2.6303  -2.2729  -1.2142
H  -2.2892  1.0342  1.4140

Results
- ΔE to the lowest compared entry with this formula, charge and spin: 79.67 kcal per mole
- SMILES: O.O.O.O.O.O.O.O.O.O.O.O
- Net charge: 0

---

[10]
Here is C28H27BrF10N8O2PRh as an isolated structure from the Open Molecules 2025 dataset. Energies are from wB97M-V/def2-TZVPD.

Geometry (Å):
C  0.2747  -3.1090  -0.7048
H  -0.5701  -3.2992  2.3053
H  1.4712  0.6919  4.0713
C  2.1401  2.4326  -3.5968
P  -1.8844  -1.3440  1.7173
H  -2.5130  0.3209  3.3850
C  -2.8814  2.3842  0.7871
C  2.3907  1.2563  0.5059
C  -2.9997  -2.1136  0.5239
C  -1.3936  -2.7556  2.7557
C  -1.3218  3.9178  1.6049
H  4.8465  -2.1379  -1.0572
F  -1.7864  6.2155  1.5475
C  1.9262  -4.4903  -1.9623
C  0.7286  0.5401  3.2790
F  -4.9125  3.1361  -0.1029
H  3.2017  -0.5096  1.3542
C  1.0259  0.4104  -4.0937
H  -0.4854  2.5991  -0.9843
F  0.4544  -1.0782  -2.4318
F  2.5723  3.0556  -1.4132
C  2.5773  0.3207  1.6792
H  2.0190  2.2379  0.8064
N  -0.7361  1.5313  1.7046
F  1.5963  1.9043  -5.8353
C  4.2493  -3.9457  -2.0398
H  3.3823  1.4271  0.0763
N  1.5189  0.5462  -0.4108
C  1.5925  1.5916  -4.5370
Br  6.0140  -4.3612  -2.5872
C  -2.1741  4.9657  1.3029
C  1.6166  -1.6176  2.7045
H  -3.2799  -0.4771  -3.7548
F  2.6740  3.5945  -3.9747
H  2.5243  -1.5985  -0.3425
H  3.0886  0.8175  2.5105
H  3.4049  -5.6723  -2.9876
H  -3.4136  -1.3493  -0.1313
C  -3.4027  4.7279  0.7282
C  0.2425  1.8547  2.7364
H  -0.2129  2.4131  3.5610
H  -2.2561  -3.4194  2.8393
N  -3.3629  0.5063  -3.5322
C  -3.7398  3.4177  0.4649
C  1.5669  0.9088  -1.7477
H  -1.1292  -2.4156  3.7577
H  2.4366  -1.5441  3.4267
H  1.9046  -2.2663  1.8818
H  1.0820  2.4573  2.3933
H  -3.1879  1.1167  -4.3185
C  -1.1180  1.8329  -1.3945
O  0.0925  -2.2122  0.2312
F  -0.1148  4.2859  2.0755
N  -2.4238  0.8021  -2.5661
H  -3.8959  -0.1494  2.3980
H  -3.3193  -1.2411  3.6623
F  -4.2288  5.7271  0.4218
C  -1.6179  2.5590  1.3792
F  -3.3203  1.1672  0.4359
C  2.7326  -2.5126  -0.8794
C  3.2106  -4.7926  -2.3900
N  -1.8872  1.9986  -2.4606
N  1.3005  -0.2744  2.1828
F  0.4557  -0.4204  -4.9714
H  -2.4436  -2.8341  -0.0768
H  -0.1070  -0.0226  3.6975
Rh  -0.1466  -0.1509  0.6456
C  4.0236  -2.7975  -1.2989
H  0.7533  -2.0320  3.1960
O  -0.6305  -3.8238  -1.1085
C  1.0348  0.0816  -2.7547
N  -1.2148  0.5897  -0.9135
C  2.1107  2.1015  -2.2497
C  1.6789  -3.3597  -1.1924
C  -3.0123  -0.5208  2.9025
H  -3.8115  -2.6037  1.0655
H  1.0925  -5.1300  -2.2188
N  -2.0724  -0.0627  -1.6826

Results
- Energy: -5696.19669 Eh
- Net charge: 0

---

[11]
Here is a 2-piece molecular cluster, C4H7NO overall from the Open Molecules 2025 dataset. Energies are from wB97M-V/def2-TZVPD.

Geometry (Å):
C  -0.8679  -0.0911  -0.0934
H  -0.0660  0.5469  -0.7856
H  -3.0136  -0.0527  0.1521
H  -2.4775  0.3398  -1.4766
H  -0.6052  0.0394  0.9543
H  3.1433  -1.5724  0.4828
H  -0.7679  -1.1386  -0.3731
C  1.5020  0.6919  -0.9214
C  2.7052  -0.6285  0.8513
O  2.7238  -0.2770  1.9933
C  -2.2412  0.4636  -0.4192
H  -2.3025  1.5236  -0.1728
N  2.2675  0.1550  -0.1916

Results
- ΔE to the lowest compared entry with this formula, charge and spin: 79.15 kcal per mole
- Net charge: 0